A molecular structure, C24H23F2N13RuS at a distorted geometry, computed with ωB97M-V with the def2-TZVPD basis set.

```
64
Properties=species:S:1:pos:R:3:forces:R:3:nbo_charge:R:1
Ru -0.385300 -0.000400 -0.038700 -3.1469 0.4244 -0.1457 0.959
F -2.025900 2.191800 4.699600 0.0940 0.1732 -0.7181 -0.334
C -1.796000 2.366200 3.364200 0.0947 -0.2981 -0.3660 0.439
C -1.332600 1.293900 2.605900 -0.2187 0.2445 0.9081 -0.366
C -1.065600 1.453600 1.259100 0.3744 0.5617 -1.0979 -0.039
C -1.394100 2.694400 0.616200 -0.0446 -0.0444 2.1273 -0.236
C -1.823000 3.754600 1.444000 0.2664 -0.4702 -0.6970 0.452
F -2.039700 4.998300 0.925600 -0.0203 -0.3888 0.1127 -0.339
C -2.019200 3.612700 2.799000 -0.0900 -0.1729 0.4395 -0.392
C -1.326400 2.713400 -0.809900 0.6217 -0.6041 -2.1429 0.231
C -1.949900 3.663700 -1.641900 0.1186 -0.1392 0.7518 -0.188
C -1.913200 3.539600 -3.002600 0.5765 -1.0097 -0.6824 -0.160
C -1.238600 2.438800 -3.562300 -0.6667 0.9781 0.3612 -0.253
C -0.668200 1.527600 -2.710900 0.3428 -0.2936 -0.2256 0.077
N -0.667100 1.635100 -1.381000 -0.6928 1.2222 0.7852 -0.423
H -1.210400 0.341900 3.108100 0.0817 0.0201 -0.0892 0.239
H -2.376500 4.433000 3.397900 0.0065 0.1649 0.0376 0.236
H -2.505600 4.470100 -1.198300 -0.0019 0.0789 0.1424 0.224
H -2.420400 4.244200 -3.643400 -0.0375 0.1440 0.0042 0.210
H -1.194200 2.292000 -4.630500 0.0249 -0.0660 -0.0244 0.215
H -0.156000 0.675200 -3.139100 -0.0406 0.0534 0.2533 0.225
N -3.312400 -1.319300 1.691700 -0.4671 0.2141 0.4180 -0.601
C -2.099700 -1.931600 1.778500 1.3662 -0.2960 -0.2053 0.436
N -1.880600 -3.063300 2.443900 -1.1923 0.5266 -0.1065 -0.376
N -0.602500 -3.331900 2.262800 0.9362 -0.2834 0.0960 -0.109
N -0.041600 -2.426900 1.538500 0.5679 -0.7576 0.0389 -0.136
N -0.941800 -1.504400 1.216500 -0.5461 -0.4713 0.4509 -0.382
C -3.658100 -0.505000 0.645000 -0.2120 0.2580 -0.7700 0.427
N -4.891100 -0.066400 0.402800 0.4996 -0.7277 1.0266 -0.381
N -4.777500 0.622500 -0.721900 -0.1889 0.4563 -0.8270 -0.112
N -3.565200 0.605500 -1.153300 0.0063 0.8673 -0.9669 -0.148
N -2.816500 -0.104500 -0.325000 1.8085 -0.5551 1.3384 -0.374
H -4.068400 -1.754200 2.200600 0.1312 0.0884 -0.1192 0.424
S 1.904700 -0.301100 -1.881200 -0.1564 0.1966 0.2799 -0.300
C 0.713100 -1.421100 -2.408800 0.2577 0.4288 0.7054 0.081
C 0.782800 -2.115900 -3.614100 -0.5660 -0.5680 -0.5021 -0.296
C -0.284400 -2.913100 -3.990200 0.1370 0.3639 0.4873 -0.150
C -1.378000 -3.020500 -3.125000 0.0743 -0.1814 -0.2950 -0.299
C -1.363200 -2.327000 -1.939200 0.0290 0.0774 0.3021 0.081
N -0.349000 -1.528900 -1.578700 0.0592 -0.3371 -0.7767 -0.519
H 1.646800 -1.992500 -4.246900 0.1003 0.0431 -0.0112 0.224
H -0.283200 -3.430400 -4.938300 0.0387 -0.0760 -0.0746 0.207
H -2.233600 -3.624600 -3.381100 -0.0717 -0.0672 0.0164 0.215
H -2.192000 -2.386800 -1.244300 0.0428 0.0552 -0.0369 0.219
C 2.877200 -0.993200 1.198300 0.4322 -0.3316 -0.2206 -0.284
C 4.174500 -0.882500 2.038900 -0.1187 -0.0844 -0.0818 -0.247
N 3.994100 0.093500 3.100800 0.5298 0.1163 0.3743 -0.428
C 2.869100 -0.317700 3.922400 -0.0633 0.0560 0.0314 -0.245
C 1.578800 -0.352000 3.074200 -0.2772 -0.1729 0.3742 -0.272
N 1.885300 -0.033900 1.682000 -0.6606 0.1123 -0.6472 -0.417
C 2.444900 1.313700 1.617300 0.1345 0.3174 0.0107 -0.254
C 3.708400 1.394600 2.518600 -0.0732 0.0857 -0.1149 -0.248
H 2.437000 -1.988200 1.271100 -0.0535 0.0744 -0.0991 0.235
H 3.082700 -0.779400 0.148400 -0.1135 -0.1399 0.2422 0.236
H 5.018400 -0.565500 1.421900 0.0271 -0.0227 -0.0006 0.189
H 4.430100 -1.840100 2.499600 0.0386 0.0071 -0.0456 0.193
H 2.766000 0.389900 4.746900 0.0427 -0.0233 0.0946 0.190
H 3.093500 -1.302500 4.336400 -0.0105 0.0111 0.0554 0.196
H 0.862000 0.379600 3.447000 0.0185 -0.0537 -0.0565 0.205
H 1.130400 -1.345200 3.106400 -0.0650 0.1738 -0.0230 0.238
H 1.681700 2.019000 1.953300 -0.0391 -0.0084 -0.0752 0.207
H 2.683300 1.536400 0.574700 -0.0659 -0.0228 0.0123 0.212
H 3.564600 2.105200 3.337000 0.0205 0.0241 -0.0452 0.191
H 4.581500 1.709800 1.942800 0.0003 0.0482 0.0120 0.193
```
Forces are in eV/Å.

Computed properties:
Net charge: -1
E: -63485.1685 eV
Spin multiplicity: 2
Orbital gap (alpha / beta): 7.2 / 6.9 eV